Model P:
C5H13NSi | ωB97M-V/def2-TZVPD

Geometry as XYZ:
```
20
Properties=species:S:1:pos:R:3:lowdin_charge:R:1
C 1.92072 0.19302 -0.05046 -0.185
C 0.65815 0.60922 -0.00807 -0.328
C 2.48471 -1.12722 0.36148 -0.097
C 0.27922 2.02419 -0.54785 -0.076
C -2.54308 0.36560 0.47877 -0.219
N -0.93583 -1.56287 -1.02616 -0.095
Si -0.87559 -0.50166 0.36995 0.535
H 2.64680 0.86155 -0.34343 0.068
H 2.59304 -1.14690 1.37002 0.040
H 1.83471 -1.89906 0.25649 0.013
H 3.45752 -1.38702 -0.14652 0.104
H -0.27793 1.77848 -1.33132 0.024
H -0.14729 2.47934 0.29167 0.049
H 1.24559 2.43144 -0.73631 0.064
H -3.04104 0.40787 -0.45851 0.001
H -3.24634 -0.11145 1.16917 0.020
H -2.45370 1.49254 0.78457 0.064
H -1.79173 -1.73490 -1.46976 -0.011
H -0.48725 -2.47878 -0.90905 0.029
H -0.53596 -1.37894 1.69342 -0.001
```

HOMO energy: -8.95 eV
SMILES: C/C=C(/C)[Si@@H](C)N
Kohn-Sham gap: 9.89 eV

Model Q:
C5H13NSi | ωB97M-V/def2-TZVPD

Geometry as XYZ:
```
20
Properties=species:S:1:pos:R:3:lowdin_charge:R:1
C -1.37495 1.37911 -2.60341 -0.081
C -1.34758 0.22752 -1.95203 -0.291
C 2.71825 -1.24651 1.20899 -0.129
C 1.22767 -1.27089 0.86875 -0.382
C 0.63544 0.11977 0.80036 -0.222
N -2.26955 1.28416 0.77339 -0.116
Si -1.46682 0.02600 -0.08589 0.625
H -1.29105 1.43988 -3.68029 0.048
H -1.47436 2.32194 -2.08852 0.041
H -1.23963 -0.68197 -2.53510 0.042
H 3.09638 -2.25517 1.36407 0.064
H 3.28080 -0.79081 0.39688 0.068
H 2.89553 -0.66797 2.11327 0.068
H 1.09838 -1.77860 -0.08941 0.090
H 0.69271 -1.85303 1.62250 0.096
H 1.21092 0.76802 0.14462 0.046
H 0.54989 0.57233 1.78308 0.042
H -1.72680 1.94674 1.29665 0.015
H -3.10581 1.71022 0.41738 0.018
H -2.10941 -1.25075 0.24470 -0.039
```

HOMO energy: -8.90 eV
SMILES: C=C[Si@H](N)CCC
Kohn-Sham gap: 9.85 eV

Tell me which of them is the least stable. Sure, it is model P.

Model P:
C3H8NOS | ωB97M-V/def2-TZVPD

Geometry as XYZ:
```
14
Properties=species:S:1:pos:R:3:lowdin_charge:R:1
C 0.35639 -0.20954 0.96009 -0.176
C 1.68782 -0.70722 0.30809 -0.393
C -0.21938 0.22514 -0.45273 -0.614
N -1.74582 -0.05688 -0.57720 0.190
O -0.06278 1.76621 -0.89076 -0.059
S 0.86875 -0.97506 -1.26551 0.992
H -0.10320 -1.04451 1.40300 0.095
H 0.33291 0.63256 1.66553 0.128
H 2.40009 0.10266 0.28966 0.089
H 2.03950 -1.57906 0.76139 0.067
H -2.28613 0.69027 0.02418 0.225
H -1.75373 -1.07229 -0.27776 0.174
H -2.20160 0.05172 -1.52395 0.188
H 0.68718 2.17602 -0.42402 0.093
```

net charge: +1
HOMO energy: -13.86 eV
Kohn-Sham gap: 10.04 eV

Model Q:
C3H8NOS | ωB97M-V/def2-TZVPD

Geometry as XYZ:
```
14
Properties=species:S:1:pos:R:3:lowdin_charge:R:1
C 0.68289 0.64961 -0.82043 0.033
C 0.24131 0.49238 0.57566 -0.152
C -1.32695 -0.38760 0.74461 -0.123
N -2.06250 -0.28678 -0.41232 0.040
O 1.22642 -0.37359 0.09633 -0.380
S 3.05880 -0.33395 0.70769 0.982
H 0.04175 0.08256 -1.40692 0.093
H 1.29459 1.35368 -1.24812 0.116
H 0.51541 1.04810 1.42362 0.128
H -1.03803 -1.37503 0.91695 0.103
H -1.79752 0.17223 1.50869 0.108
H -2.62138 0.53139 -0.51263 0.108
H -1.64861 -0.85691 -1.09936 0.081
H 3.43382 -0.71608 -0.47377 -0.137
```

net charge: +1
HOMO energy: -13.32 eV
Kohn-Sham gap: 6.99 eV

Tell me which of them is the least stable. Sure, it is model Q.

Model P:
C2H4F2OS | ωB97M-V/def2-TZVPD

Geometry as XYZ:
```
10
Properties=species:S:1:pos:R:3:lowdin_charge:R:1
C -1.12677 0.98411 -0.35874 -0.181
C 1.29959 -0.56885 0.12450 -0.345
O -0.85984 -1.64380 1.13043 -0.541
F -2.42330 1.08690 0.11168 -0.074
F 1.77886 0.16057 -0.96231 -0.100
S -0.49157 -1.08469 -0.13421 0.923
H -0.42352 1.65900 0.19054 0.106
H -1.10381 0.83085 -1.37035 0.026
H 1.98674 -1.43671 0.24334 0.104
H 1.36360 0.01261 1.02513 0.081
```

HOMO energy: -9.32 eV
Kohn-Sham gap: 9.96 eV

Model Q:
C2H4F2OS | ωB97M-V/def2-TZVPD

Geometry as XYZ:
```
10
Properties=species:S:1:pos:R:3:lowdin_charge:R:1
C -0.26926 0.94798 -1.93533 0.101
C -0.42975 -0.28800 0.48449 -0.674
O 1.06120 -1.45079 2.36786 -0.445
F -0.54171 0.76463 1.31232 0.025
F -1.63887 -0.83850 0.32700 0.031
S 0.97250 -1.29443 0.71540 0.941
H -0.49405 1.91946 -1.55546 -0.004
H 0.74957 0.67464 -2.12159 -0.012
H -1.04609 0.34014 -2.34583 -0.007
H 1.63646 -0.77513 2.75115 0.043
```

HOMO energy (alpha / beta): -8.98 / -8.84 eV
Kohn-Sham gap (alpha / beta): 8.43 / 8.77 eV

Model R:
C2H4F2OS | ωB97M-V/def2-TZVPD

Geometry as XYZ:
```
10
Properties=species:S:1:pos:R:3:lowdin_charge:R:1
C -1.63367 0.36595 0.27740 0.074
C 0.28033 -0.57654 0.19490 -0.676
O 2.69504 0.52105 -0.45050 -0.416
F 0.23258 -1.62556 0.97312 0.070
F 0.49783 -1.02481 -1.08337 0.005
S 1.37455 0.83669 0.60314 0.951
H -2.08078 -0.02825 1.10823 -0.004
H -1.57072 1.38511 0.19279 -0.008
H -2.10729 -0.06826 -0.59140 0.035
H 2.31213 0.21462 -1.22431 -0.031
```

HOMO energy: -9.27 eV
Kohn-Sham gap: 9.58 eV

Tell me which of them is the least stable. Sure, it is model Q.

Model P:
C6H7NO2S | ωB97M-V/def2-TZVPD

Geometry as XYZ:
```
17
Properties=species:S:1:pos:R:3:lowdin_charge:R:1
C 1.87634 -0.54055 0.28394 -0.428
C 0.92714 -0.26011 1.51776 -0.027
C -0.73495 2.28014 -0.56998 -0.061
C 0.78703 -1.44772 -1.66856 0.112
C -1.18182 1.07947 -0.82829 -0.329
C -0.17784 -0.96482 0.66612 -0.328
N 0.77124 -0.99498 -0.46181 -0.169
O 3.01947 -0.48608 0.06344 0.179
O -2.65173 -1.09777 -0.25006 -0.513
S -1.90759 -0.11044 0.43310 0.913
H 1.33436 -0.67992 2.44437 0.108
H 0.77100 0.86982 1.80986 0.143
H -0.61215 2.69462 0.47123 0.068
H -0.21833 3.08336 -1.28785 0.115
H -0.17823 -2.00886 -1.87249 0.042
H -1.28859 0.49990 -1.74293 0.072
H -0.53534 -1.91604 0.99217 0.104
```

HOMO energy: -8.80 eV
Kohn-Sham gap: 8.53 eV

Model Q:
C6H7NO2S | ωB97M-V/def2-TZVPD

Geometry as XYZ:
```
17
Properties=species:S:1:pos:R:3:lowdin_charge:R:1
C -1.67816 2.33455 1.35547 -0.070
C -0.85618 1.21041 0.83859 -0.660
C -0.11082 -0.17896 -0.69311 -0.378
C -0.07024 -0.84311 -2.12121 -0.027
C 0.71239 -0.48901 0.30698 -0.379
C 1.73345 -1.63924 0.35913 -0.563
H -2.33325 1.97799 2.10088 0.062
H -0.99619 2.97554 1.60857 -0.006
H -2.22967 2.82633 0.31467 0.175
H 0.81964 -0.85560 -2.58781 -0.003
H -0.64943 -0.22353 -2.94932 0.096
H -0.78346 -1.98522 -2.05984 0.179
H 2.80719 -2.32724 1.29950 -0.018
N -0.96747 0.84541 -0.45139 0.085
O 2.49194 -1.58827 1.40440 0.218
O 1.76101 -2.48270 -0.45836 0.151
S 0.34924 0.44267 1.73286 1.138
```

HOMO energy: -9.32 eV
Kohn-Sham gap: 9.89 eV

Model R:
C6H7NO2S | ωB97M-V/def2-TZVPD

Geometry as XYZ:
```
17
Properties=species:S:1:pos:R:3:lowdin_charge:R:1
C 0.20910 0.00176 -0.26400 -0.298
C -0.46434 1.21139 -0.22952 -0.068
C -1.84356 1.20619 -0.15687 -0.074
C -2.54910 -0.00311 -0.10985 -0.077
C -1.85733 -1.21002 -0.15299 -0.073
C -0.46499 -1.21395 -0.22893 -0.059
H 3.01293 0.83026 1.47401 0.073
H 2.98266 -0.86232 1.47792 0.082
H 0.09347 2.14359 -0.28462 0.116
H -2.40271 2.15337 -0.11327 0.114
H -3.62713 0.03141 -0.06190 0.102
H -2.44401 -2.15584 -0.14484 0.119
H 0.11760 -2.13400 -0.30354 0.115
N 2.45352 -0.00015 1.26421 -0.074
O 2.40427 -1.26545 -0.91268 -0.315
O 2.39659 1.26999 -0.91260 -0.318
S 1.98306 -0.00313 -0.34052 0.634
```

HOMO energy: -9.90 eV
SMILES: NS(=O)(=O)c1ccccc1
Kohn-Sham gap: 10.57 eV

Tell me which of them is the least stable. Sure, it is model P.

Model P:
C5H12NOS | ωB97M-V/def2-TZVPD

Geometry as XYZ:
```
20
Properties=species:S:1:pos:R:3:lowdin_charge:R:1
C -1.77922 0.99484 -1.25105 0.009
C -1.98977 -0.23320 -0.77446 -0.521
O -1.54070 -0.70044 0.40205 -0.050
C -2.76187 -1.28596 -1.51048 -0.060
H -2.17708 1.27211 -2.21587 0.034
H -1.18874 1.71056 -0.69622 0.014
H -0.94197 -0.04043 0.86687 -0.065
H -3.24226 -0.88220 -2.39956 0.065
H -2.09361 -2.09723 -1.80506 0.076
H -3.52162 -1.71074 -0.85103 0.073
C 2.35973 -0.36014 0.90380 -0.406
C 1.99034 0.62960 2.00928 -0.721
S 0.33123 1.35657 1.81091 0.306
N 2.27080 0.17537 -0.45588 -0.040
H 1.69655 -1.22505 0.96965 0.088
H 3.38298 -0.72007 1.06389 0.087
H 2.73615 1.43460 2.02886 0.030
H 2.06263 0.12064 2.97727 0.030
H 3.00992 0.85957 -0.58129 0.044
H 1.39651 0.70163 -0.49170 0.006
```

net charge: -1
HOMO energy: -3.09 eV
Kohn-Sham gap: 6.93 eV

Model Q:
C5H12NOS | ωB97M-V/def2-TZVPD

Geometry as XYZ:
```
20
Properties=species:S:1:pos:R:3:lowdin_charge:R:1
C -0.85080 1.20017 1.12258 -0.081
C -0.26674 0.23149 0.07769 -0.466
C 1.19564 0.00110 0.34798 -0.282
C 2.13393 -0.71479 -0.69264 -0.628
S 4.09471 -0.48301 -0.48383 0.397
N -1.17738 -0.92074 0.15175 -0.062
C -2.46092 -0.59309 -0.44694 -0.618
O -2.47986 0.22509 -1.49386 -0.331
H -1.81186 1.68951 0.75293 0.088
H -0.13107 2.03271 1.23536 0.056
H -1.03642 0.63851 2.07861 0.088
H -0.27023 0.59863 -0.83986 0.070
H 1.38120 -0.35080 1.32000 0.088
H 1.55696 1.04377 0.56805 0.069
H 1.92831 -1.80365 -0.59794 0.042
H 1.89498 -0.61383 -1.81516 0.078
H 2.86868 1.29183 -0.81556 0.205
H -0.49853 -1.69139 -0.20093 0.119
H -3.12231 -0.17351 0.43231 0.086
H -2.94833 -1.60800 -0.70055 0.080
```

net charge: -1
HOMO energy: -2.53 eV
Kohn-Sham gap: 3.43 eV

Tell me which of them is the least stable. Sure, it is model Q.

Model P:
C2H4O3 | ωB97M-V/def2-TZVPD

Geometry as XYZ:
```
9
Properties=species:S:1:pos:R:3:lowdin_charge:R:1
C 0.25697 0.04068 0.64554 -0.053
C 0.54972 -0.65410 -0.68940 -0.448
H -1.24697 0.92234 1.04211 0.206
H -0.30315 -0.58031 1.39746 0.151
H 1.13140 0.40520 0.89280 0.062
H -0.94050 0.24695 -0.96647 0.080
O -0.51552 1.39990 0.27843 -0.153
O -0.44255 -0.37531 -1.55935 0.098
O 1.51059 -1.40536 -1.04113 0.057
```

HOMO energy: -10.60 eV
SMILES: O=C(O)CO
Kohn-Sham gap: 10.44 eV

Model Q:
C2H4O3 | ωB97M-V/def2-TZVPD

Geometry as XYZ:
```
9
Properties=species:S:1:pos:R:3:lowdin_charge:R:1
C 0.16668 -0.29010 -0.01697 -0.504
C -1.24675 0.21119 -0.01696 0.024
O 0.50576 -1.41156 -0.27611 0.115
O 2.34853 0.29222 0.14431 -0.019
O 1.01492 0.73783 0.30411 -0.020
H -1.68244 0.10540 0.96551 0.092
H -1.23612 1.23636 -0.24551 0.064
H -1.97936 -0.16041 -0.77171 0.112
H 2.10878 -0.72093 -0.08667 0.137
```

HOMO energy: -10.70 eV
SMILES: CC(=O)OO
Kohn-Sham gap: 11.54 eV

Model R:
C2H4O3 | ωB97M-V/def2-TZVPD

Geometry as XYZ:
```
9
Properties=species:S:1:pos:R:3:lowdin_charge:R:1
O -0.50319 0.82281 -0.78540 -0.002
C -0.64938 1.99939 -0.76816 -0.118
H -0.19542 2.67949 -1.55740 0.099
H -1.52802 2.38617 -0.21077 0.091
O -0.25745 -1.18759 1.71766 0.077
C 0.54847 -1.75180 1.03026 -0.410
O 0.52730 -1.73351 -0.30613 0.028
H 1.37445 -2.44995 1.35040 0.144
H 0.68324 -0.76500 -0.47047 0.092
```

HOMO energy: -10.53 eV
SMILES: O=CO.C=O
Kohn-Sham gap: 10.89 eV

Tell me which of them is the least stable. Sure, it is model Q.